The following is a DFT calculation (ωB97M-V/def2-TZVPD) of a structure of composition C47H120F7N8O17PS5 at a distorted geometry.

The geometry in ORCA input format:
```
! wB97M-V def2-TZVPD RIJCOSX def2/J DEFGRID3
* xyz 4 1
C 15.1238 12.5868 16.9673
C 15.7766 12.8072 15.6006
C 17.2608 13.3380 15.6417
C 18.0065 13.1890 14.3217
P 19.8224 13.2525 14.2831
C 20.2365 12.3474 12.7337
C 21.7429 12.3313 12.4629
C 22.0733 11.3170 11.3356
C 23.4417 11.7904 10.7308
C 20.6652 14.8909 14.2841
C 19.9786 15.5983 13.1465
C 20.5082 17.0449 12.9609
C 19.7182 17.7617 11.8773
C 20.6743 12.2843 15.5541
C 20.2344 10.8955 15.8754
C 20.8361 10.4539 17.1656
C 22.2903 10.2982 17.1299
H 15.4647 11.6564 17.4145
H 14.0769 12.5936 16.9123
H 15.3955 13.5017 17.5076
H 15.1471 13.4727 14.9878
H 15.7185 11.9576 14.8848
H 17.6207 12.8028 16.5368
H 17.2271 14.3647 15.8960
H 17.5996 14.0013 13.6185
H 17.7292 12.2165 13.9170
H 19.6377 12.7210 11.8487
H 19.7598 11.3703 13.0154
H 22.2227 11.9563 13.3641
H 22.0581 13.3004 12.2478
H 21.2862 11.2238 10.5505
H 22.0543 10.3590 11.8445
H 23.2648 12.6553 10.1338
H 23.9388 11.0250 10.1096
H 24.2156 11.9875 11.4909
H 21.7307 14.6511 14.0486
H 20.5561 15.4152 15.2735
H 18.9342 15.6544 13.3345
H 20.1467 15.0188 12.2594
H 21.6230 17.0790 12.5824
H 20.4860 17.5090 13.9017
H 20.1399 18.7255 11.6715
H 18.6950 17.8654 12.2025
H 19.7516 17.1498 11.0369
H 20.5383 12.8925 16.4979
H 21.6925 12.3476 15.2880
H 20.5463 10.2740 15.0730
H 19.0972 10.7977 15.9901
H 20.3211 9.6093 17.5314
H 20.5982 11.3087 17.8304
H 22.5484 9.9340 18.0952
H 22.8402 11.2723 17.0306
H 22.6680 9.4772 16.4302
C 15.1805 12.7680 22.1214
N 14.4299 11.5565 21.5000
C 12.9467 11.6479 21.8959
C 14.5709 11.6541 19.9822
C 15.0188 10.2449 21.8834
C 15.1696 9.8661 23.2571
O 16.0535 10.7407 23.8398
H 14.7945 12.9547 23.1268
H 14.7767 13.5514 21.4812
H 16.2491 12.6144 21.9088
H 12.6698 12.5632 21.3685
H 12.8982 11.6056 22.9283
H 12.5032 10.7744 21.4359
H 15.6177 11.6631 19.6160
H 14.0830 12.5245 19.5562
H 14.0133 10.7584 19.6077
H 15.9839 10.2577 21.3192
H 14.3500 9.5343 21.3531
H 15.4707 8.8203 23.1237
H 14.1493 9.7951 23.7845
H 16.3416 10.4103 24.7007
C 7.4607 19.2634 19.2625
N 8.4200 19.1330 20.4071
C 8.3112 20.3921 21.2445
C 8.0642 17.8811 21.0978
C 9.8817 18.9526 19.8053
C 10.9934 18.6247 20.8080
O 11.0605 19.6152 21.8204
H 7.4522 18.3885 18.6224
H 7.6826 20.1701 18.7342
H 6.4430 19.5203 19.6254
H 7.3561 20.3488 21.8047
H 8.3007 21.3246 20.6555
H 9.1519 20.4897 21.8848
H 8.7673 17.7686 21.9619
H 8.1578 17.0277 20.3648
H 7.0277 17.9052 21.4003
H 10.0022 19.8779 19.3132
H 9.7312 18.2012 19.0108
H 11.9083 18.5715 20.1430
H 10.8321 17.6771 21.3374
H 11.8895 19.5810 22.3741
C 19.2163 21.6967 12.0527
N 19.0139 22.5084 13.3051
C 17.7468 22.1440 13.9222
C 20.1830 22.2255 14.2014
C 18.9601 24.0171 12.8470
C 19.2274 25.0115 13.9332
O 20.6312 24.9796 14.3034
H 20.2058 21.6619 11.7091
H 18.6069 22.1614 11.3029
H 18.8255 20.7044 12.1821
H 17.5593 22.8227 14.7943
H 17.8318 21.1387 14.3012
H 16.8741 22.2174 13.2402
H 20.2654 21.1638 14.3760
H 20.1152 22.7737 15.1164
H 21.1413 22.6564 13.7017
H 17.9533 24.2715 12.5850
H 19.7094 24.0788 12.0813
H 18.6317 24.8339 14.8113
H 18.8658 25.9709 13.5292
H 20.9717 25.8678 14.3887
C 22.6826 19.3525 18.4662
N 22.2897 20.7073 17.9989
C 20.7671 20.8278 18.3069
C 22.9234 21.7162 18.9420
C 22.7232 21.0442 16.5343
C 22.3866 19.8442 15.6724
O 20.9393 19.7165 15.5985
H 22.2183 18.5374 17.9631
H 22.3131 19.2886 19.4495
H 23.8055 19.2353 18.5139
H 20.6103 21.0602 19.3186
H 20.1597 19.9627 18.1051
H 20.4253 21.6589 17.7002
H 24.0335 21.7656 18.7644
H 22.8069 21.5114 19.9802
H 22.4609 22.6509 18.6823
H 23.7646 21.3558 16.6745
H 22.1021 21.8633 16.2056
H 22.9046 18.9070 15.9753
H 22.8549 20.1275 14.6614
H 20.6747 18.8324 15.9685
C 7.1991 9.8218 19.4064
N 6.2095 8.7822 19.0441
C 6.4502 7.6724 20.0169
C 4.7707 9.3235 19.1376
C 6.5137 8.3276 17.5812
C 6.5621 9.4165 16.5313
O 5.2546 9.9431 16.3166
H 7.0631 10.1124 20.3698
H 7.0422 10.6722 18.7351
H 8.1802 9.4628 19.1870
H 7.4775 7.5601 20.1316
H 5.9315 6.7748 19.7166
H 6.0827 8.0402 20.9944
H 3.9676 8.5687 18.8743
H 4.5749 10.1951 18.4591
H 4.6347 9.6407 20.1754
H 5.7121 7.6111 17.3285
H 7.4033 7.6517 17.6796
H 6.9027 8.9150 15.6185
H 7.2161 10.2305 16.8471
H 5.1043 10.1571 15.3487
C 15.2348 28.0092 17.3317
N 14.1012 28.1882 18.2446
C 12.7457 28.3766 17.4872
C 14.0122 26.9205 19.0270
C 14.5311 29.3002 19.2041
C 13.4441 29.7598 20.1936
O 12.2855 30.2456 19.5334
H 15.1037 27.1562 16.6860
H 16.1516 27.8567 17.8714
H 15.3909 28.9211 16.7552
H 12.7083 27.7018 16.6854
H 12.8830 29.3950 17.0920
H 11.9536 28.3795 18.2023
H 15.0392 26.7819 19.4864
H 13.7959 26.1239 18.3783
H 13.2486 27.0729 19.7760
H 14.8085 30.1901 18.6514
H 15.4691 29.0453 19.7467
H 13.9389 30.5296 20.7769
H 13.1177 28.9128 20.8960
H 11.6255 30.3648 20.2387
N 11.3473 12.9820 19.2324
S 11.8587 14.4507 19.4385
O 12.9753 14.4994 20.3093
O 10.9389 15.5794 19.5339
F 12.4833 14.6988 17.9724
S 9.9224 12.4531 19.0174
O 9.1431 12.3889 20.2658
O 10.0575 11.2657 18.2174
F 9.1046 13.4679 18.0988
N 17.5784 23.8415 17.0817
S 18.6633 23.5789 18.2116
O 19.9221 23.5445 17.5586
O 18.3139 22.6248 19.1702
F 18.5937 24.8936 19.0093
S 16.0406 23.8554 17.1721
O 15.3790 24.7876 16.3060
O 15.5541 23.6366 18.5058
F 15.8293 22.4240 16.4311
C 18.2635 16.8870 18.4481
F 17.5560 17.9964 18.4455
F 19.2378 16.9643 19.3823
F 17.4317 15.9257 18.8571
S 19.0863 16.4569 16.8333
O 19.5350 15.0995 17.0947
O 18.1682 16.6097 15.7722
O 20.1534 17.4193 16.7220
*
```

Calculated values
total energy	-6609.91705	Eh
HOMO	-15.7	eV
Kohn-Sham gap	10.264	eV

The following is a DFT calculation (ωB97M-V/def2-TZVPD) of a structure of composition C33H40AsBF4IInN4O2S6Si at a distorted geometry.

The geometry in ORCA input format:
```
! wB97M-V def2-TZVPD RIJCOSX def2/J DEFGRID3
* xyz -2 1
In 0.6795 -0.8733 -0.7597
S -1.1143 -5.3801 -0.4371
As 0.5661 -4.2628 -0.9784
S 0.0630 -2.5713 -2.4314
S 1.1605 -2.8444 0.6724
S 2.2325 -5.3887 -1.6542
C 4.7348 -3.0530 -2.5869
C 4.7846 -2.9403 -1.1175
N 4.1572 -2.0801 -0.3734
C 4.4708 -2.2234 0.9503
C 5.3803 -3.1983 1.2351
S 5.8350 -4.0400 -0.2016
C 3.8382 -1.3328 1.9466
C 4.0809 -1.3868 3.2769
S 3.1323 -0.2339 4.1171
C 2.4856 0.3007 2.5847
N 2.9148 -0.3708 1.5637
C 1.5970 1.4680 2.5553
H 4.8554 -2.0587 -3.0044
H 3.7587 -3.4598 -2.8730
H 5.5257 -3.6826 -2.9668
H 5.7997 -3.4942 2.1954
H 4.7495 -2.0364 3.8265
H 1.1508 1.6556 3.5317
H 0.8216 1.3001 1.8105
H 2.1364 2.3522 2.2419
I 3.7940 0.0642 -6.0020
C 3.7068 0.2605 -3.9377
C 4.7890 0.8632 -3.3363
C 4.7357 1.0199 -1.9713
C 3.6093 0.5634 -1.2944
N 2.5876 -0.0322 -1.8996
C 2.6425 -0.1866 -3.2077
H 5.6325 1.1995 -3.9207
H 5.5161 1.5641 -1.4274
H 3.4850 0.6937 -0.2448
H 1.8122 -0.7135 -3.6484
C -2.9889 1.6183 -4.3147
N -1.6948 1.0067 -4.0904
C -1.2936 -0.0807 -4.9764
C -1.0587 1.1343 -2.8929
C -1.5699 2.1833 -1.9275
O -0.0745 0.4476 -2.6665
H -3.2124 1.6166 -5.3824
H -2.9928 2.6569 -3.9864
H -3.7893 1.0783 -3.7905
H -1.5472 0.1552 -5.9930
H -1.7937 -1.0140 -4.6836
H -0.2157 -0.2144 -4.8976
H -2.6414 2.0842 -1.7523
H -1.3261 3.1691 -2.3375
H -1.0277 2.0505 -1.0092
F 1.4655 3.4781 -2.1629
B 1.7797 3.2007 -0.8240
F 1.3355 1.8987 -0.4912
F 3.1681 3.2821 -0.6755
F 1.1526 4.1104 0.0398
C -4.6192 -1.3008 1.5515
C -3.4608 -0.9977 0.5992
C -3.9942 -0.4287 -0.7354
C -2.7359 -2.3181 0.3037
Si -2.0850 0.1440 1.2719
O -0.7549 0.0771 0.3293
C -1.7157 -0.3669 3.0426
C -2.5763 0.0069 4.0777
C -2.3406 -0.4075 5.3733
C -1.2481 -1.2127 5.6733
C -0.4005 -1.5979 4.6519
C -0.6377 -1.1848 3.3404
C -2.7343 1.9295 1.4562
C -1.8301 2.9864 1.5402
C -2.2448 4.2914 1.8430
C -3.5851 4.5501 2.1028
C -4.4859 3.4919 2.0476
C -4.0782 2.2136 1.7084
H -5.3014 -2.0119 1.0760
H -5.1991 -0.4407 1.8839
H -4.2404 -1.7660 2.4606
H -4.6474 -1.1576 -1.2324
H -3.1576 -0.2031 -1.4022
H -4.5615 0.4914 -0.6167
H -3.4597 -3.0600 -0.0169
H -2.1936 -2.7340 1.1643
H -1.9875 -2.2325 -0.4874
H -3.4167 0.6642 3.8547
H -3.0056 -0.0449 6.1588
H -1.0323 -1.4660 6.7086
H 0.4576 -2.2219 4.8490
H 0.0466 -1.5251 2.5630
H -0.7919 2.8090 1.3123
H -1.4926 5.0737 1.8360
H -3.9216 5.5566 2.3399
H -5.5423 3.6509 2.2681
H -4.8076 1.4192 1.6839
*
```

Calculated values
energy relative to the best compared isomer or geometry (same formula, charge and spin)	0.0	kcal/mol
total energy	-7478.12772	Eh
HOMO	-1.9	eV
Kohn-Sham gap	5.262	eV

The following is a DFT calculation (ωB97M-V/def2-TZVPD) of a structure of composition C28H23N6O3STi at a distorted geometry.

The geometry in ORCA input format:
```
! wB97M-V def2-TZVPD RIJCOSX def2/J DEFGRID3
* xyz -2 2
Ti -0.5699 -0.3499 -0.5848
C -4.6253 -1.4446 0.1564
C -3.1722 -1.0256 0.3990
O -2.5303 -0.6177 -0.6296
C -2.7016 -1.0697 1.6994
C -1.4611 -0.6033 2.1872
C -1.2764 -0.4918 3.6820
N -0.4590 -0.2099 1.4122
N 0.5408 0.4210 2.0580
C 1.6345 0.8196 1.4734
O 2.1117 0.5167 0.2200
C 2.5716 1.6213 2.2236
C 2.5705 1.6704 3.6322
C 3.5401 2.3691 4.3146
C 4.5226 3.0813 3.6328
C 4.5002 3.0903 2.2404
C 3.5562 2.3714 1.5478
H -5.2199 -0.5617 -0.0917
H -5.0548 -1.9194 1.0356
H -4.6774 -2.1367 -0.6842
H -3.3993 -1.4126 2.4569
H -2.1765 -0.7847 4.2152
H -1.0181 0.5394 3.9250
H -0.4447 -1.1177 4.0064
H 1.8112 1.1158 4.1620
H 3.5501 2.3599 5.4012
H 5.2939 3.6146 4.1764
H 5.2384 3.6678 1.6966
H 3.5457 2.3784 0.4677
O -0.7030 1.4590 -0.5284
C -0.6237 2.4366 -1.3769
C -0.7298 3.7562 -0.9270
C -0.6238 4.8396 -1.7910
C -0.4067 4.6158 -3.1456
C -0.3009 3.3300 -3.6308
C -0.4128 2.1985 -2.7864
C -0.3005 0.8770 -3.2806
N -0.4652 -0.2796 -2.5966
C -0.1882 -1.2952 -3.4686
C 0.1153 -0.7991 -4.6926
N 0.0054 0.5717 -4.6016
H -0.8869 3.9139 0.1338
H -0.7111 5.8504 -1.4090
H -0.3003 5.4570 -3.8236
H -0.1398 3.1928 -4.6954
H -0.1920 -2.3275 -3.1680
H 0.3802 -1.2860 -5.6098
H 0.3608 1.2351 -5.2646
N -0.0661 -7.7727 0.1639
C -0.1575 -6.6137 0.0605
C -0.2681 -5.2476 -0.0518
C -1.1804 -4.6171 -0.9506
C -1.2348 -3.2605 -1.0298
N -0.4597 -2.4004 -0.3129
C 0.3786 -2.9998 0.5830
C 0.5025 -4.3455 0.7452
H -1.8284 -5.2280 -1.5676
H -1.9519 -2.7893 -1.6956
H 0.9646 -2.3301 1.2094
H 1.1886 -4.7475 1.4780
S 2.5487 -0.9462 -1.7724
C 1.4865 -0.3391 -0.6283
*
```

Calculated values
energy relative to the best compared isomer or geometry (same formula, charge and spin)	34.4	kcal/mol
total energy	-2882.71486	Eh
<S²>	0.854
HOMO (spin up / spin down)	1.1 / 1.3	eV
Kohn-Sham gap (spin up / spin down)	3.121 / 2.938	eV